1.
The following is a DFT calculation (ωB97M-V/def2-TZVPD) of a molecular structure, C8H8Br4F12O12S4Ti.

The lowest unoccupied orbital energy (alpha / beta) comes out at 3.916 / -0.516 eV. The value obtained for the frontier orbital gap (alpha / beta) is 4.23 / 3.82 eV. For the relative energy (zero: lowest compared OMol25 entry of this formula, charge and spin), the calculation gives 56.42 kJ/mol.

Geometry as ORCA input:
```
! RIJCOSX wB97M-V def2-TZVPD def2/J DEFGRID3
* xyz -2 5
Ti 25.27 -23.31 31.74
C 29.19 -22.53 29.36
F 29.74 -22.38 30.59
F 29.98 -22.09 28.40
F 29.01 -23.87 29.15
S 27.42 -21.75 29.25
O 26.80 -22.01 27.93
O 26.61 -22.29 30.39
O 27.67 -20.30 29.37
C 21.65 -23.66 32.82
F 22.88 -23.36 32.61
F 21.31 -24.80 32.08
F 21.55 -23.80 34.07
S 20.46 -22.25 32.13
O 19.17 -22.93 32.00
O 20.49 -21.17 33.12
O 21.09 -21.93 30.81
C 23.77 -25.85 27.78
F 22.84 -25.89 26.79
F 23.58 -26.85 28.64
F 24.95 -25.95 27.26
S 23.61 -24.04 28.66
O 24.27 -23.12 27.75
O 22.14 -23.75 28.85
O 24.32 -24.21 29.92
C 24.92 -19.79 34.69
F 24.17 -18.83 35.40
F 26.22 -19.52 34.85
F 24.70 -20.98 35.24
S 24.56 -19.74 32.77
O 24.56 -21.15 32.27
O 23.24 -19.11 32.53
O 25.60 -18.94 32.18
Br 26.58 -25.83 35.57
C 27.12 -27.43 34.47
C 26.00 -27.72 33.50
Br 25.75 -25.99 32.36
H 27.46 -28.30 35.03
H 28.04 -26.99 34.09
H 25.14 -27.82 34.16
H 26.25 -28.53 32.82
Br 28.84 -19.77 32.47
C 29.07 -20.50 34.35
C 28.69 -21.96 34.44
Br 26.83 -22.57 33.91
H 28.65 -19.88 35.14
H 30.12 -20.36 34.57
H 29.05 -22.45 35.34
H 29.32 -22.43 33.69
*
```

2.
The following is a DFT calculation (ωB97M-V/def2-TZVPD) of a gas-phase ion, C4H10NO2S (charge +1).

The lowest unoccupied orbital energy (alpha / beta) comes out at -3.223 / -5.452 eV. The value obtained for the frontier orbital gap (alpha / beta) is 6.13 / 8.04 eV. For the relative energy (zero: lowest compared OMol25 entry of this formula, charge and spin), the calculation gives 171.50 kJ/mol.

Geometry as ORCA input:
```
! RIJCOSX wB97M-V def2-TZVPD def2/J DEFGRID3
* xyz 1 3
C 0.63 -0.09 1.52
C 0.15 1.09 -0.67
C -0.46 -0.95 0.95
C -0.01 -0.35 -1.09
N 0.80 1.16 0.68
O -1.70 -0.47 1.23
O 1.15 -0.93 -1.49
S -1.52 -0.78 -1.95
H 0.37 0.21 2.54
H 1.57 -0.64 1.52
H 0.78 1.64 -1.37
H -0.84 1.54 -0.62
H -0.30 -2.02 0.95
H 0.42 1.97 1.18
H 1.81 1.32 0.56
H -2.39 -1.09 0.96
H 0.99 -1.73 -2.00
H -1.46 0.14 -2.91
*
```

3.
The following is a DFT calculation (ωB97M-V/def2-TZVPD) of 3 unconnected molecules or ions with the total composition C25H48BFN2O5.

The lowest unoccupied orbital energy (alpha / beta) comes out at 0.396 / -0.265 eV. The value obtained for the frontier orbital gap (alpha / beta) is 8.98 / 8.98 eV.

Geometry as ORCA input:
```
! RIJCOSX wB97M-V def2-TZVPD def2/J DEFGRID3
* xyz 0 3
C 6.04 2.60 2.81
C 5.82 2.78 1.62
C 5.44 3.17 0.15
B 3.96 3.83 0.21
F 2.91 3.29 -0.57
C 3.53 5.08 1.15
O 2.11 5.32 0.97
C 1.46 4.78 2.15
O 0.05 4.79 2.07
C -0.45 3.80 1.15
C -0.20 2.29 1.57
O -0.77 1.42 0.58
H 6.26 2.79 3.90
H 6.20 3.90 -0.27
H 5.47 2.21 -0.46
H 3.81 4.83 2.22
H 4.16 5.97 0.82
H 1.92 3.77 2.37
H 1.75 5.46 3.03
H -0.10 3.93 0.08
H -1.58 3.94 1.12
H 0.92 2.05 1.62
H -0.62 2.04 2.59
H -0.10 0.82 0.21
C -3.70 -3.76 1.87
C -4.81 -2.93 2.56
C -6.16 -3.16 1.84
C -6.25 -2.44 0.50
C -5.91 -0.96 0.64
C -4.55 -0.73 1.33
N -4.41 -1.50 2.60
O -5.17 -0.89 3.53
C -3.41 -1.09 0.36
C -4.37 0.79 1.55
C -4.92 -3.56 3.98
H -3.57 -4.75 2.33
H -3.91 -3.96 0.82
H -2.73 -3.27 1.94
H -6.98 -2.80 2.48
H -6.33 -4.23 1.70
H -5.60 -2.92 -0.24
H -7.27 -2.54 0.10
H -5.91 -0.50 -0.35
H -6.71 -0.47 1.20
H -2.43 -1.02 0.85
H -3.39 -0.41 -0.49
H -3.50 -2.09 -0.07
H -5.18 1.24 2.12
H -4.35 1.32 0.59
H -3.43 1.01 2.06
H -3.98 -3.43 4.53
H -5.12 -4.63 3.91
H -5.73 -3.13 4.57
C 2.99 -0.70 -4.86
C 2.49 0.00 -3.58
C 3.68 0.62 -2.81
C 4.54 -0.42 -2.09
C 3.68 -1.32 -1.21
C 2.50 -1.96 -1.96
N 1.71 -0.97 -2.75
O 0.97 -0.26 -1.88
C 3.04 -3.07 -2.90
C 1.63 -2.73 -0.95
C 1.61 1.16 -4.10
H 2.97 -0.03 -5.73
H 4.03 -1.04 -4.78
H 2.37 -1.56 -5.13
H 3.31 1.33 -2.07
H 4.31 1.19 -3.49
H 5.10 -1.02 -2.81
H 5.28 0.09 -1.47
H 4.31 -2.10 -0.77
H 3.30 -0.73 -0.37
H 2.23 -3.49 -3.51
H 3.46 -3.90 -2.32
H 3.84 -2.74 -3.56
H 1.27 -2.10 -0.14
H 2.20 -3.54 -0.48
H 0.76 -3.19 -1.44
H 0.75 0.78 -4.66
H 2.18 1.80 -4.78
H 1.25 1.81 -3.30
*
```

4.
The following is a DFT calculation (ωB97M-V/def2-TZVPD) of a single C26H23N3O3S2 molecule.

The lowest unoccupied orbital energy comes out at 0.395 eV. The value obtained for the frontier orbital gap is 8.25 eV. Its SMILES is COc1ccc(C2=NN(C(=O)CSc3nc4ccccc4s3)[C@H](c3ccc(OC)cc3)C2)cc1.

Geometry as ORCA input:
```
! RIJCOSX wB97M-V def2-TZVPD def2/J DEFGRID3
* xyz 0 1
C 2.26 0.68 -6.73
H 3.04 0.85 -7.47
O 2.88 0.83 -5.48
C 2.14 0.67 -4.35
C 0.78 0.35 -4.33
C 0.13 0.21 -3.12
C 0.81 0.37 -1.91
C 2.17 0.68 -1.94
C 2.83 0.83 -3.14
H 3.88 1.07 -3.18
H 2.72 0.81 -1.02
C 0.12 0.17 -0.66
N -1.13 -0.15 -0.62
N -1.51 -0.37 0.66
C -2.58 -1.13 1.00
O -2.83 -1.40 2.15
C -3.52 -1.54 -0.12
H -4.21 -2.27 0.29
H -4.08 -0.66 -0.46
S -2.79 -2.22 -1.65
C -1.30 -2.84 -1.07
N -1.02 -3.04 0.16
C 0.28 -3.43 0.33
C 0.89 -3.69 1.56
C 2.22 -4.04 1.57
C 2.95 -4.15 0.39
C 2.36 -3.90 -0.84
C 1.03 -3.54 -0.86
S 0.02 -3.15 -2.23
H 2.92 -3.99 -1.76
H 3.99 -4.43 0.43
H 2.71 -4.24 2.51
H 0.31 -3.60 2.46
C -0.44 -0.07 1.63
C -0.84 1.10 2.50
C -1.23 2.30 1.92
C -1.60 3.38 2.70
C -1.59 3.27 4.08
C -1.20 2.07 4.67
C -0.84 0.99 3.88
H -0.56 0.06 4.35
H -1.20 1.99 5.74
O -1.93 4.27 4.95
C -2.34 5.50 4.42
H -2.57 6.13 5.28
H -1.56 5.98 3.82
H -3.25 5.40 3.81
H -1.90 4.29 2.21
H -1.25 2.39 0.84
C 0.75 0.23 0.71
H 1.18 1.22 0.91
H 1.54 -0.52 0.80
H -0.29 -0.96 2.25
H -0.92 -0.04 -3.09
H 0.23 0.22 -5.24
H 1.46 1.41 -6.87
H 1.86 -0.34 -6.85
*
```

5.
The following is a DFT calculation (ωB97M-V/def2-TZVPD) of a single C5H6 molecule.

The lowest unoccupied orbital energy (alpha / beta) comes out at 0.073 / 0.154 eV. The value obtained for the frontier orbital gap (alpha / beta) is 7.57 / 8.11 eV. For the relative energy (zero: lowest compared OMol25 entry of this formula, charge and spin), the calculation gives 515.44 kJ/mol.

Geometry as ORCA input:
```
! RIJCOSX wB97M-V def2-TZVPD def2/J DEFGRID3
* xyz 0 1
C -1.34 -1.15 1.53
C -1.02 -0.46 0.37
C -1.46 -0.20 2.47
C -0.13 -0.21 -0.60
C 1.07 0.71 -0.42
H -1.16 -2.17 1.85
H -1.78 0.83 2.37
H -0.02 -0.77 -1.59
H 1.64 0.44 0.48
H 0.55 1.68 -0.32
H 1.68 0.73 -1.34
*
```

6.
The following is a DFT calculation (ωB97M-V/def2-TZVPD) of 2 unconnected molecules or ions with the total composition C8H9N2O4S.

The lowest unoccupied orbital energy (alpha / beta) comes out at 2.999 / 3.139 eV. The value obtained for the frontier orbital gap (alpha / beta) is 5.57 / 5.99 eV. For the relative energy (zero: lowest compared OMol25 entry of this formula, charge and spin), the calculation gives 344.88 kJ/mol.

Geometry as ORCA input:
```
! RIJCOSX wB97M-V def2-TZVPD def2/J DEFGRID3
* xyz -1 1
C 1.29 -0.60 -0.34
C 1.23 -0.21 -1.66
C -0.85 -1.09 -1.08
C -0.72 0.58 2.78
C 2.26 -0.87 0.72
C -0.12 -1.71 1.29
C -0.53 -0.50 -3.56
C -1.20 2.77 2.13
N 0.05 -1.14 0.01
N -0.10 -0.53 -2.09
O 2.02 0.30 -2.48
O -2.00 -1.47 -1.13
O -1.62 0.63 3.56
O -0.32 1.58 2.03
S 1.53 -2.18 1.76
H 3.21 -1.09 0.35
H 2.55 0.06 1.47
H -0.86 -2.43 1.47
H -1.13 -1.38 -3.82
H -0.91 0.54 -3.69
H 0.41 -0.44 -4.28
H -0.94 3.48 1.27
H -1.02 3.32 2.99
H -2.23 2.37 2.29
*
```

7.
The following is a DFT calculation (ωB97M-V/def2-TZVPD) of 2 unconnected molecules or ions with the total composition C5H14.

The lowest unoccupied orbital energy comes out at 1.124 eV. The value obtained for the frontier orbital gap is 11.87 eV. Its SMILES is CCC.CC. For the relative energy (zero: lowest compared OMol25 entry of this formula, charge and spin), the calculation gives 152.61 kJ/mol.

Geometry as ORCA input:
```
! RIJCOSX wB97M-V def2-TZVPD def2/J DEFGRID3
* xyz 0 1
C 0.46 1.89 -0.17
C -0.24 0.97 -1.11
C -0.47 3.12 0.16
H 0.65 1.45 0.79
H 1.47 2.12 -0.48
H -0.58 1.56 -2.08
H -1.48 3.15 0.51
H -0.01 3.64 1.01
H -0.53 3.74 -0.75
H 0.36 0.19 -1.34
H -1.17 0.77 -0.68
C -0.03 -2.19 0.20
C 0.41 -3.51 0.84
H 0.84 -1.66 -0.19
H -0.78 -2.36 -0.69
H -0.54 -1.61 0.94
H 0.61 -4.28 0.21
H 1.42 -3.29 1.41
H -0.39 -3.69 1.43
*
```

8.
The following is a DFT calculation (ωB97M-V/def2-TZVPD) of a molecular structure, C10H20Cl2FO9Pd.

The lowest unoccupied orbital energy (alpha / beta) comes out at -3.757 / -6.416 eV. The value obtained for the frontier orbital gap (alpha / beta) is 8.99 / 6.33 eV. For the relative energy (zero: lowest compared OMol25 entry of this formula, charge and spin), the calculation gives 0.00 kJ/mol.

Geometry as ORCA input:
```
! RIJCOSX wB97M-V def2-TZVPD def2/J DEFGRID3
* xyz 1 3
Pd 1.41 0.22 -0.17
F 0.58 -0.33 1.59
C -2.78 0.51 0.31
O -2.91 0.15 -1.07
C -1.82 0.13 -1.78
O -0.68 0.16 -1.36
O -2.14 0.08 -3.07
C -1.03 0.14 -3.95
H -2.38 1.52 0.34
H -2.17 -0.24 0.83
H -3.73 0.54 0.83
H -0.30 -0.66 -3.80
H -0.49 1.07 -3.83
H -1.32 0.07 -5.00
C 0.34 5.78 -0.17
O 0.55 4.42 -0.55
C 0.40 3.37 0.17
O 0.64 2.26 -0.28
O -0.04 3.63 1.39
C -0.08 2.61 2.38
H 1.29 6.17 0.22
H -0.36 5.83 0.66
H 0.00 6.36 -1.02
H 0.94 2.35 2.68
H -0.72 1.78 2.09
H -0.52 3.07 3.26
C 3.22 -3.69 -1.77
O 2.01 -4.07 -1.13
C 1.14 -3.12 -0.81
O 1.36 -1.93 -0.91
O 0.05 -3.70 -0.40
C -1.01 -2.86 0.08
H 3.04 -2.90 -2.50
H 3.54 -4.54 -2.38
H 3.97 -3.41 -1.03
H -1.32 -2.16 -0.70
H -0.77 -2.29 0.98
H -1.82 -3.58 0.20
C 0.74 -2.44 3.93
Cl 0.01 -3.90 3.26
Cl 2.31 -2.67 4.71
H 0.78 -1.72 3.11
H 0.07 -2.01 4.66
*
```

no.,strongest force on any atom (eV/A),DFT total energy (hartree)
1,4.6,-15149.140986
2,5.2,-761.411751
3,4.0,-1591.569655
4,1.1,-2190.932385
5,2.4,-193.884169
6,4.0,-1118.834609
7,5.2,-198.831032
8,2.2,-2218.021386